a) {
  "formula": "C2H3NOS",
  "method": "ωB97M-V/def2-TZVPD",
  "elements": ["C", "C", "N", "O", "S", "H", "H", "H"],
  "positions_angstrom": [[0.67, 1.43, -0.80], [-0.76, -0.54, -0.01], [0.00, 0.54, -0.45], [1.33, 2.31, -1.17], [1.43, -1.22, 2.05], [-0.26, -1.46, -0.44], [-0.60, -0.66, 1.07], [-1.81, -0.39, -0.25]],
  "charge": 0,
  "mol_weight_g_mol": 89.1,
  "multiplicity": 1,
  "homo_lumo_gap_ev": [7.21, 7.22]
}

b) {
  "formula": "C2H3NOS",
  "method": "ωB97M-V/def2-TZVPD",
  "elements": ["C", "C", "N", "O", "S", "H", "H", "H"],
  "positions_angstrom": [[-0.44, 0.56, 1.35], [-0.68, -0.08, 0.18], [0.39, -0.24, -0.71], [2.08, -0.92, -2.32], [0.77, -0.29, -2.22], [-1.09, 0.76, 2.11], [0.53, 0.76, 1.73], [-1.56, -0.56, -0.12]],
  "charge": 0,
  "mol_weight_g_mol": 89.1,
  "multiplicity": 1,
  "homo_lumo_gap_ev": [7.91, 7.91]
}

The structure with the greatest stability is b).

a) {
  "formula": "C2H3NOS",
  "method": "ωB97M-V/def2-TZVPD",
  "elements": ["C", "N", "O", "C", "S", "H", "H", "H"],
  "positions_angstrom": [[-0.81, -0.80, -0.87], [-0.29, 0.22, -1.41], [0.34, 1.10, -0.43], [0.58, 0.55, 0.78], [-0.54, -0.99, 0.91], [-1.45, -1.47, -1.33], [1.74, 0.04, 0.83], [0.43, 1.35, 1.51]],
  "charge": 0,
  "smiles": "C1=NOCS1",
  "mol_weight_g_mol": 89.1,
  "multiplicity": 1,
  "homo_lumo_gap_ev": 9.66
}

b) {
  "formula": "C2H3NOS",
  "method": "ωB97M-V/def2-TZVPD",
  "elements": ["C", "C", "N", "O", "S", "H", "H", "H"],
  "positions_angstrom": [[-1.13, 0.66, -1.73], [0.69, -0.28, 0.84], [-0.70, -0.16, 0.58], [-0.43, 1.59, -1.84], [-1.49, -0.66, -0.69], [0.66, -1.09, 1.64], [1.20, -0.74, -0.04], [1.19, 0.68, 1.24]],
  "charge": 0,
  "mol_weight_g_mol": 89.1,
  "multiplicity": 1,
  "homo_lumo_gap_ev": [7.54, 7.55]
}

The structure with the greatest stability is a).

a) {
  "formula": "C2H3NOS",
  "method": "ωB97M-V/def2-TZVPD",
  "elements": ["C", "C", "N", "O", "S", "H", "H", "H"],
  "positions_angstrom": [[-0.38, -0.54, 0.15], [0.78, 0.61, 0.16], [0.97, 1.92, 0.36], [-1.71, -2.38, -1.10], [-0.49, -1.59, -1.09], [-1.09, -0.44, 1.01], [1.81, 0.07, -0.06], [0.11, 2.36, 0.57]],
  "charge": 0,
  "mol_weight_g_mol": 89.1,
  "multiplicity": 1,
  "homo_lumo_gap_ev": 9.24
}

b) {
  "formula": "C2H3NOS",
  "method": "ωB97M-V/def2-TZVPD",
  "elements": ["C", "C", "N", "O", "S", "H", "H", "H"],
  "positions_angstrom": [[-0.81, 0.67, -1.06], [0.78, 0.11, 0.65], [0.53, 0.79, -0.61], [0.01, -0.06, -1.72], [-2.71, -1.37, 0.04], [-0.20, -0.54, 0.81], [1.67, -0.49, 0.57], [0.73, 0.88, 1.33]],
  "charge": 0,
  "mol_weight_g_mol": 89.1,
  "multiplicity": 1,
  "homo_lumo_gap_ev": [7.22, 7.21]
}

c) {
  "formula": "C2H3NOS",
  "method": "ωB97M-V/def2-TZVPD",
  "elements": ["C", "C", "H", "H", "H", "N", "O", "S"],
  "positions_angstrom": [[-1.50, 0.60, 0.03], [1.50, -0.43, -0.04], [-2.34, 1.28, -0.36], [-0.51, 1.22, 0.82], [2.39, -1.21, 0.34], [-1.40, -0.70, -0.34], [1.68, 0.80, -0.32], [0.18, -1.55, -0.11]],
  "charge": 0,
  "mol_weight_g_mol": 89.1,
  "multiplicity": 1,
  "homo_lumo_gap_ev": 9.36
}

d) {
  "formula": "C2H3NOS",
  "method": "ωB97M-V/def2-TZVPD",
  "elements": ["N", "C", "S", "C", "O", "H", "H", "H"],
  "positions_angstrom": [[-0.37, 1.23, -0.06], [-0.39, -0.06, 0.00], [-1.92, -0.77, 0.04], [0.77, -0.99, -0.07], [1.92, -0.62, 0.11], [-1.14, 1.73, 0.40], [0.66, 1.54, -0.19], [0.47, -2.05, -0.23]],
  "charge": 0,
  "smiles": "NC(=S)C=O",
  "mol_weight_g_mol": 89.1,
  "multiplicity": 1,
  "homo_lumo_gap_ev": 7.88
}

The structure with the greatest stability is d).

a) {
  "formula": "C5H14OP",
  "method": "ωB97M-V/def2-TZVPD",
  "elements": ["C", "C", "C", "C", "C", "O", "P", "H", "H", "H", "H", "H", "H", "H", "H", "H", "H", "H", "H", "H", "H"],
  "positions_angstrom": [[1.35, -0.92, -1.59], [-2.71, -0.26, -0.09], [1.82, 0.90, 2.50], [-0.07, -1.39, -1.68], [-1.38, 0.39, 0.70], [-1.42, 1.23, -1.87], [-1.16, -0.10, -1.04], [1.65, -0.67, -0.61], [2.02, -1.68, -1.97], [1.41, -0.10, -2.21], [-3.21, -1.14, 0.23], [-3.61, 0.46, -0.36], [1.83, 1.47, 1.61], [1.19, -0.06, 2.37], [1.38, 1.29, 3.48], [2.85, 0.70, 2.77], [-0.24, -2.26, -0.95], [-0.35, -1.80, -2.60], [-0.93, 0.10, 1.64], [-1.51, 1.57, 0.66], [-0.80, 1.31, -2.59]],
  "charge": 1,
  "mol_weight_g_mol": 121.1,
  "multiplicity": 1,
  "homo_lumo_gap_ev": 12.02
}

b) {
  "formula": "C5H14OP",
  "method": "ωB97M-V/def2-TZVPD",
  "elements": ["C", "C", "C", "C", "C", "O", "P", "H", "H", "H", "H", "H", "H", "H", "H", "H", "H", "H", "H", "H", "H"],
  "positions_angstrom": [[-1.80, 1.16, 0.71], [-0.97, -2.27, 1.03], [1.40, 0.92, 0.00], [-0.71, -0.98, -3.54], [-2.14, 1.05, -0.60], [-0.28, -1.22, 0.25], [0.02, 0.17, 0.94], [-1.74, -0.73, -3.71], [-1.53, 2.08, 1.28], [-2.42, 0.47, 1.33], [-1.93, -1.87, 1.31], [-0.37, -2.37, 1.98], [-1.04, -3.05, 0.24], [1.36, 1.98, 0.19], [1.43, 0.74, -1.08], [2.27, 0.51, 0.48], [-0.78, -1.37, -2.44], [-0.15, -0.07, -3.59], [-0.29, -1.84, -3.92], [-1.62, 1.67, -1.35], [-2.74, 0.10, -1.04]],
  "charge": 1,
  "mol_weight_g_mol": 121.1,
  "multiplicity": 1,
  "homo_lumo_gap_ev": [7.94, 7.95]
}

The structure with the greatest stability is a).

a) {
  "formula": "C27H50AsN2O3SSiZn",
  "method": "ωB97M-V/def2-TZVPD",
  "elements": ["Zn", "C", "C", "C", "C", "O", "Si", "S", "O", "C", "C", "C", "C", "O", "C", "C", "C", "C", "H", "H", "H", "H", "H", "H", "H", "H", "H", "H", "H", "H", "H", "H", "H", "H", "H", "H", "H", "H", "H", "H", "H", "H", "H", "H", "H", "N", "C", "C", "C", "C", "C", "C", "C", "C", "N", "C", "H", "H", "H", "H", "H", "H", "H", "H", "C", "C", "As", "C", "C", "C", "C", "H", "H", "H", "H", "H", "H", "H", "H", "H", "H", "H", "H", "H", "H", "H"],
  "positions_angstrom": [[0.37, -0.06, -1.38], [2.40, 0.65, 3.60], [0.90, 0.41, 3.80], [0.21, 1.72, 3.99], [0.62, -0.62, 4.92], [0.43, -0.10, 2.53], [-0.63, -1.24, 2.03], [-1.23, -0.63, 0.03], [-0.11, -2.73, 2.11], [1.08, -3.52, 1.64], [1.39, -4.56, 2.76], [2.30, -2.64, 1.42], [0.62, -4.19, 0.37], [-2.00, -1.10, 2.93], [-3.28, -1.87, 2.96], [-3.47, -2.19, 4.45], [-4.35, -0.79, 2.60], [-3.20, -3.10, 2.06], [2.81, 1.04, 4.56], [2.60, 1.34, 2.79], [2.90, -0.33, 3.41], [0.70, 2.33, 4.79], [-0.89, 1.62, 4.21], [0.27, 2.27, 3.03], [0.87, -0.20, 5.90], [1.20, -1.49, 4.64], [-0.44, -0.81, 4.86], [1.52, -4.05, 3.73], [2.41, -5.03, 2.55], [0.59, -5.32, 2.75], [2.77, -2.49, 2.42], [1.93, -1.69, 1.01], [3.07, -3.04, 0.69], [-0.22, -4.92, 0.51], [1.49, -4.75, -0.08], [0.34, -3.40, -0.39], [-3.27, -1.36, 5.13], [-2.81, -3.00, 4.73], [-4.53, -2.49, 4.60], [-4.31, 0.01, 3.37], [-5.38, -1.20, 2.64], [-4.01, -0.41, 1.59], [-2.37, -3.75, 2.33], [-3.10, -2.77, 1.02], [-4.18, -3.65, 2.19], [0.46, -1.07, -3.40], [1.83, -0.92, -3.85], [2.41, -1.55, -4.97], [3.77, -1.32, -5.32], [4.52, -0.44, -4.61], [4.00, 0.33, -3.46], [4.81, 1.16, -2.64], [4.12, 1.85, -1.63], [2.82, 1.43, -1.24], [2.09, 0.51, -1.92], [2.65, -0.03, -3.10], [-0.15, -0.47, -3.99], [0.11, -2.02, -3.36], [1.86, -2.30, -5.56], [4.22, -1.88, -6.13], [5.56, -0.21, -4.83], [5.90, 1.24, -2.80], [4.51, 2.74, -1.16], [2.36, 1.85, -0.35], [-1.38, 3.16, -0.14], [-2.30, 2.84, -1.33], [-1.20, 2.19, -2.88], [-2.50, 2.56, -4.37], [-3.93, 2.51, -3.90], [-0.09, 3.85, -3.14], [-0.60, 5.31, -2.96], [-1.79, 4.06, 0.34], [-0.37, 3.40, -0.42], [-1.34, 2.32, 0.57], [-2.93, 3.64, -1.70], [-3.00, 2.01, -1.19], [-2.18, 1.75, -5.04], [-2.16, 3.55, -4.76], [-4.14, 1.75, -3.12], [-4.59, 2.31, -4.77], [-4.19, 3.48, -3.48], [0.29, 3.69, -4.18], [0.71, 3.65, -2.44], [-1.37, 5.58, -3.66], [0.24, 6.05, -3.05], [-1.07, 5.52, -1.91]],
  "charge": 1,
  "mol_weight_g_mol": 651.2,
  "multiplicity": 1,
  "homo_lumo_gap_ev": 6.90
}

b) {
  "formula": "C27H50AsN2O3SSiZn",
  "method": "ωB97M-V/def2-TZVPD",
  "elements": ["Zn", "C", "C", "C", "C", "O", "Si", "S", "O", "C", "C", "C", "C", "O", "C", "C", "C", "C", "H", "H", "H", "H", "H", "H", "H", "H", "H", "H", "H", "H", "H", "H", "H", "H", "H", "H", "H", "H", "H", "H", "H", "H", "H", "H", "H", "N", "C", "C", "C", "C", "C", "C", "C", "C", "N", "C", "H", "H", "H", "H", "H", "H", "H", "H", "C", "C", "As", "C", "C", "C", "C", "H", "H", "H", "H", "H", "H", "H", "H", "H", "H", "H", "H", "H", "H", "H"],
  "positions_angstrom": [[11.10, 7.99, 12.34], [9.28, 10.16, 15.49], [10.33, 9.12, 15.82], [9.73, 7.70, 15.99], [11.08, 9.48, 17.07], [11.25, 9.17, 14.68], [12.82, 8.75, 14.65], [13.24, 8.33, 12.52], [13.74, 9.87, 15.34], [14.68, 11.03, 15.03], [14.79, 11.83, 16.36], [14.07, 11.90, 13.90], [16.00, 10.46, 14.60], [12.88, 7.42, 15.50], [13.72, 6.17, 15.58], [15.15, 6.62, 15.25], [13.53, 5.69, 16.99], [13.20, 5.19, 14.52], [8.54, 10.06, 16.31], [8.90, 10.15, 14.43], [9.81, 11.10, 15.59], [8.83, 7.69, 16.59], [10.49, 6.97, 16.30], [9.35, 7.25, 15.03], [10.38, 9.65, 17.82], [11.68, 10.40, 16.81], [11.76, 8.65, 17.44], [13.81, 12.11, 16.70], [15.40, 12.70, 16.00], [15.39, 11.16, 17.06], [13.18, 12.49, 14.21], [13.74, 11.39, 13.01], [14.78, 12.68, 13.54], [16.28, 9.55, 15.15], [16.86, 11.24, 14.73], [15.88, 10.22, 13.54], [15.43, 7.28, 16.06], [15.31, 6.88, 14.21], [15.70, 5.72, 15.43], [13.83, 6.37, 17.79], [14.16, 4.79, 17.14], [12.47, 5.42, 17.07], [13.53, 5.51, 13.53], [12.06, 5.09, 14.53], [13.70, 4.25, 14.88], [10.11, 6.29, 11.76], [8.84, 6.59, 11.16], [7.90, 5.64, 10.74], [6.72, 6.09, 10.21], [6.41, 7.45, 10.20], [7.35, 8.41, 10.57], [7.24, 9.77, 10.34], [8.26, 10.65, 10.75], [9.42, 10.10, 11.27], [9.57, 8.77, 11.59], [8.57, 7.94, 11.15], [10.75, 5.87, 11.12], [9.99, 5.58, 12.48], [8.12, 4.64, 10.89], [5.89, 5.42, 10.00], [5.43, 7.73, 9.94], [6.32, 10.12, 9.83], [8.17, 11.73, 10.59], [10.09, 10.68, 11.78], [14.66, 10.85, 7.19], [14.53, 9.51, 6.55], [13.36, 8.35, 7.78], [13.23, 6.62, 6.86], [14.67, 6.14, 6.53], [11.51, 8.74, 7.03], [10.98, 10.16, 7.09], [13.62, 11.18, 7.47], [15.10, 11.73, 6.70], [15.20, 10.82, 8.14], [15.52, 9.00, 6.50], [14.22, 9.52, 5.51], [12.60, 6.70, 5.99], [12.79, 5.87, 7.52], [15.20, 5.75, 7.36], [15.24, 6.94, 6.16], [14.65, 5.40, 5.70], [10.87, 8.09, 7.59], [11.55, 8.44, 5.99], [11.28, 10.61, 8.05], [9.90, 10.22, 7.08], [11.50, 10.74, 6.33]],
  "charge": 1,
  "mol_weight_g_mol": 651.2,
  "multiplicity": 1,
  "homo_lumo_gap_ev": 6.26
}

The structure with the greatest stability is a).